1.
85
Properties=species:S:1:pos:R:3 method="wB97M-V/def2-TZVPD" fmax_ev_per_a=1.7 gap_ha=0.32068 charge=+1 homo_energy_ev=-11.406
Cl -9.77918 -1.96885 -1.44501
S 4.99897 5.09239 7.07671
S 1.78375 -5.66784 -4.77878
S -1.29353 1.57114 -1.63595
S 2.84071 3.76736 1.71659
P -3.28298 -2.21239 -1.58228
O 2.38606 -5.62928 -3.47149
O -1.88769 -2.88351 -2.11947
O -1.36039 0.22656 -1.10019
O 4.83141 6.28948 7.85466
O 4.78165 5.09620 5.64631
O -1.96028 1.90422 -2.87471
O 2.57400 -5.54976 -5.97333
O 2.20198 4.88819 1.06734
O 2.10932 2.54729 1.98072
N -5.77158 -3.47836 -2.73253
N -5.52138 -5.50020 -1.96857
C 0.75200 -7.12854 -4.88822
C -0.51105 3.52551 -0.00181
C -6.28824 -4.69956 -2.69295
C 0.40230 3.52384 -1.23243
C 4.97927 3.61509 3.21668
C 0.41239 2.08486 -1.74120
C -8.44344 -1.27297 -2.39413
C -7.87667 -2.28094 -3.40235
C 4.03848 3.77020 7.82729
C 5.50375 3.72702 1.77840
C 5.05445 2.72831 8.31333
C -1.78392 2.75107 -0.37646
C 4.35313 3.34896 0.83670
C 3.62538 4.31614 3.22555
C -3.47563 -0.79173 -2.70241
C -4.57343 -3.49412 -1.99644
C 6.36119 3.47154 8.62222
C 0.43805 -4.47415 -4.82235
C -0.60616 -6.66935 -4.36912
C -4.44686 -4.76588 -1.51056
C -6.33405 -2.30010 -3.40197
C 6.60771 4.39374 7.43263
C -0.85002 -5.28713 -4.99197
H -8.24486 -2.07187 -4.39978
H -3.76084 0.05720 -2.09950
H -8.27967 -3.25310 -3.13919
H -2.54215 3.40024 -0.81136
H 5.23197 1.99109 7.52758
H -2.48608 -0.57838 -3.08243
H 3.35464 3.36671 7.08455
H 4.38270 3.90569 -0.09701
H 3.73668 5.39702 3.16483
H 3.00080 4.05331 4.07300
H 0.44887 -3.92823 -3.88090
H 1.40307 3.86726 -0.98843
H -8.82001 -0.40225 -2.91822
H -1.07703 -5.40229 -6.05364
H 4.33112 2.28007 0.63126
H -1.39215 -7.37722 -4.63063
H 5.81324 4.75577 1.58544
H -7.70224 -0.93577 -1.67881
H 3.47532 4.20319 8.65136
H -0.74906 4.53668 0.32115
H 6.92632 3.83199 6.55430
H -2.20076 2.20932 0.46934
H -0.00575 4.18798 -1.99817
H 7.31029 5.19766 7.63830
H -5.98958 -2.29369 -4.43002
H 0.60084 -3.78769 -5.64889
H 6.24551 4.06258 9.53279
H 1.19753 -7.92854 -4.30219
H -4.12819 -0.93484 -3.55593
H -1.46290 -3.37860 -1.41321
H 4.67848 2.19360 9.18373
H -5.68013 -6.47516 -1.77567
H -7.20644 -4.97417 -3.17573
H 5.65827 4.06341 3.92753
H 6.36980 3.08829 1.61166
H 4.85593 2.56080 3.48151
H 0.99222 1.43585 -1.08461
H -0.00625 3.02887 0.82609
H -3.64941 -5.10265 -0.87773
H 0.70052 -7.41603 -5.93769
H 7.19233 2.78457 8.77093
H -5.99687 -1.42570 -2.86736
H 0.75644 1.98541 -2.76860
H -1.69561 -4.77835 -4.52831
H -0.57638 -6.58440 -3.27975

***

2.
76
Properties=species:S:1:pos:R:3 method="wB97M-V/def2-TZVPD" fmax_ev_per_a=2.5 smiles="CCCC[C@H]1OC(=O)O[C@]1(COC)COC(F)(F)F.CCCCCC.CCCCCC" gap_ha=0.39439 charge=0 e_above_lowest_kcal_mol=18.01 homo_energy_ev=-10.350
F -4.53064 -0.31244 1.91429
F -2.57968 0.49734 2.14040
F -3.05173 -0.94966 0.55567
O -0.40633 -1.87328 1.05804
O 0.80796 -0.45263 2.20956
O -0.33480 -4.58979 1.48999
O -0.11291 0.20294 0.21992
O -3.03314 -1.62967 2.69098
C 2.90828 0.55377 -5.23338
C 2.08021 -0.37900 -2.97449
C -2.24183 3.62598 -0.86126
C 0.69557 -1.63158 3.00070
C 5.05847 -2.72006 2.20653
C -0.15819 0.83864 -3.07578
C -3.23927 -0.62252 1.84251
C 2.55087 -2.62262 1.46558
C 2.90513 0.67873 -3.71074
C -3.38387 6.92709 0.53160
C -1.69258 4.29188 0.39899
C 2.02213 -2.42720 2.90159
C -1.26657 -5.63874 1.24879
C 0.09088 -0.58865 1.05738
C -2.74067 4.63820 1.45889
C 0.60712 -0.44547 -3.37487
C -3.86794 5.55200 0.98017
C -0.58028 -2.29923 2.38111
C 3.51950 -0.75181 -5.73238
C -2.90244 2.27909 -0.58983
C -0.72586 -3.82627 2.61481
C -1.73009 -1.67788 3.26708
C 3.91035 -3.35494 1.37885
H 2.54422 1.67489 -3.43897
H -1.82240 -2.35779 4.12540
H 2.14656 -0.18244 -1.89940
H -1.41260 3.47360 -1.55841
H 0.56403 -1.47583 4.08010
H 1.81524 -3.24849 0.93328
H 4.74430 -2.25938 3.14736
H 2.76170 -1.84924 3.47986
H 2.57979 -1.65996 0.93715
H 2.53143 -1.36447 -3.12749
H -1.21035 0.72441 -3.34390
H 3.93712 0.62483 -3.34783
H -4.22925 7.55069 0.23518
H 1.92324 -3.38178 3.44421
H -1.77679 -4.05069 2.84567
H -2.13036 -5.22582 0.70393
H -3.17882 3.71610 1.85244
H -2.85722 7.43778 1.34086
H 5.75186 -3.53225 2.48216
H 0.50885 -0.69549 -4.43545
H -3.77383 2.38134 0.06035
H -1.15106 5.19875 0.11256
H -0.94850 3.62994 0.85412
H -2.20387 1.58259 -0.12712
H 5.65881 -2.03717 1.59234
H 1.89344 0.65954 -5.62611
H -1.58336 -6.12277 2.18633
H 3.53120 -0.77200 -6.82364
H -2.94866 4.28977 -1.36802
H -3.23854 1.83935 -1.53084
H -1.37762 -0.72781 3.68635
H -4.57631 5.68471 1.80328
H 3.48393 1.38776 -5.64536
H 4.55024 -0.85560 -5.38609
H 0.23565 1.68595 -3.64161
H -0.10531 1.07915 -2.01379
H 4.22387 -3.31078 0.32337
H 3.78059 -4.42734 1.58455
H 0.13787 -1.26522 -2.82297
H -0.82026 -6.41673 0.62102
H -0.11675 -4.12344 3.48677
H -2.71088 6.85788 -0.32459
H 2.95149 -1.61902 -5.39248
H -2.23312 5.11362 2.30486
H -4.42724 5.07670 0.16990

***

3.
102
Properties=species:S:1:pos:R:3 method="wB97M-V/def2-TZVPD" fmax_ev_per_a=5.0 smiles="O=S1(=O)OCCO1.O=S1(=O)OCCO1.O=S1(=O)OCCO1.O=S1(=O)OCCO1.O=S1(=O)OCCO1.c1ccncc1.CC(N)=O.CC(N)=O.CC(N)=O.CC(N)=O" gap_ha=0.31443 charge=0 homo_energy_ev=-8.966
S 3.39967 5.07635 4.35924
S -1.98848 1.58091 -5.14516
S 4.36048 -0.03697 2.73250
S 0.80374 -4.16756 2.35908
S 2.55525 2.91414 -1.13700
O -0.46349 -3.43256 2.56408
O 3.45116 0.39685 3.77783
O 2.12701 3.53516 -2.56869
O 2.80025 3.73895 5.20522
O 4.84352 5.30782 4.59791
O -1.97913 1.15487 -3.70453
O -1.65506 -0.11472 0.85620
O -2.19867 0.64507 -6.23602
O 2.47996 6.24824 4.48927
O 3.77644 3.59712 -0.63550
O 1.28791 -4.11909 0.74842
O -5.78349 -2.15423 -1.10093
O 1.09069 -1.88140 -2.52714
O -3.11885 4.36198 -1.28412
O 5.13242 0.98474 2.02631
O -3.13073 2.67919 -5.23587
O 0.49507 -5.81444 2.24131
O 3.03184 1.52739 -1.84219
O 1.35118 2.81943 -0.35281
O -0.86726 2.67507 -5.56366
O 3.13881 4.24118 2.91392
O 1.90701 -3.96400 3.31674
O 5.38483 -1.18983 3.30900
O 3.65462 -1.13819 1.67934
N 2.20150 -2.49681 -4.34712
N -4.31208 -1.02263 0.07136
N -4.40171 4.02305 0.47679
N -5.24996 -2.50299 4.80303
N -0.96726 -0.59283 -1.19105
C 1.69369 3.16487 4.49896
C -5.11812 -0.47228 3.31363
C -3.17108 -1.30939 4.52669
C -3.75962 -0.50499 3.55600
C 4.46801 -2.27888 1.50492
C 5.32881 -2.42767 2.74576
C -2.96769 3.44359 -6.42652
C -5.80347 -1.55903 4.06152
C -4.58154 -1.98646 -0.80179
C 2.94278 1.53073 -3.24931
C 1.98506 3.45525 3.02922
C -0.74107 -0.37058 0.06003
C -2.13946 2.91373 0.40203
C -3.93805 -2.30072 5.13326
C 0.55613 -6.24688 0.90561
C 0.69202 -5.15862 -0.02713
C 3.46298 -2.25761 -2.20346
C -3.49612 -2.91925 -1.24733
C 2.13914 -2.18041 -3.08402
C -3.21684 3.91865 -0.15610
C 1.89039 2.58212 -3.54527
C 0.73426 -0.38847 0.50942
C -1.40806 3.63325 -6.42579
H -1.07482 4.66316 -6.29800
H 2.71038 0.50555 -3.53761
H -3.51391 -2.93898 5.89427
H -1.95996 2.10180 -0.30270
H -1.92650 -0.55023 -1.50431
H -3.19759 2.92629 -7.35799
H -3.30701 4.47916 -6.40309
H 4.01579 -3.25673 1.33937
H -3.71998 -3.29420 -2.24602
H -5.04085 4.75677 0.20613
H 4.92818 -2.07769 0.53752
H -0.35224 -6.78716 0.63906
H 1.33840 -5.48526 -0.84174
H 1.44380 2.12996 4.73264
H -1.01224 3.31789 -7.39117
H -5.58654 0.15579 2.57031
H 0.89065 2.22988 -3.29117
H -2.35923 2.47162 1.37380
H 0.93775 -1.31378 1.04838
H 4.22327 -2.65043 -2.87854
H -3.21093 0.11948 2.86653
H -5.13650 -0.55263 0.41712
H 3.32034 -3.02343 -1.44104
H -0.25284 -1.05473 -1.73544
H -3.23095 -3.67515 -0.50814
H -0.29669 -4.77501 -0.27894
H -2.54906 -2.38193 -1.29694
H -4.53402 3.64903 1.40560
H 3.06499 -2.72184 -4.82023
H 4.88237 -3.01097 3.55109
H 0.77474 3.73634 4.62956
H 1.95937 3.09925 -4.50231
H -3.47040 -1.09937 0.62433
H 1.24812 3.99444 2.43400
H 1.39561 -6.91750 0.72223
H -6.85244 -1.80543 3.98827
H 6.38025 -2.62368 2.53564
H 3.90598 1.89771 -3.60381
H -1.15684 3.34839 0.58535
H 0.89514 0.36358 1.28184
H 2.09060 2.52824 2.46562
H 1.39533 -0.39397 -0.35721
H -2.11091 -1.26547 4.72795
H 1.31574 -2.60217 -4.82087
H 4.02633 -1.37679 -1.89542

***

4.
87
Properties=species:S:1:pos:R:3 method="wB97M-V/def2-TZVPD" fmax_ev_per_a=1.2 gap_ha=0.32312 charge=0 homo_energy_ev=-9.737
Cl 0.63999 -2.98836 2.78508
P -2.49303 -2.56218 0.39890
P -0.80064 -1.57623 3.15208
Al 8.02742 -3.87256 -2.36016
F 7.05692 -5.15105 -1.81490
F 7.45326 -2.45073 -1.63367
F 7.89492 -3.75289 -4.03123
F 9.61997 -4.16186 -1.91255
O 2.62630 -0.61981 3.59020
O -4.88403 1.62263 -1.73082
O 3.79062 -3.46799 -2.13585
O 3.01024 -0.64117 1.38638
O -0.17172 -0.79419 4.42595
O 2.39645 -5.04203 -1.40334
N -0.20594 -0.97591 0.45647
N -4.76274 2.16559 0.51384
N -1.69595 -3.89309 0.51995
N -2.01502 0.57099 -1.99642
C 0.79392 -0.50125 -0.57962
C 1.54474 -1.70672 -1.12983
C -0.17554 3.95672 -2.33499
C -1.52510 -1.13204 -0.27653
C 3.99257 -2.21425 -1.47465
C -1.44725 1.84989 2.84761
C -0.29532 -0.26293 1.80284
C -0.74156 3.15318 2.47382
C -4.52095 1.34640 -0.61038
C -1.78651 1.96874 -2.39538
C -1.67497 1.29824 0.38433
C -4.94930 3.57287 0.13668
C 3.46995 -4.50675 -1.31273
C -0.32090 2.42481 -2.46743
C 2.30262 -0.34988 2.31202
C -1.49559 0.72733 1.79096
C -5.86502 1.65512 1.34936
C -3.74655 0.07891 -0.31703
C 0.69690 4.35976 -1.14711
C 4.53995 -4.90125 -0.35808
C 2.84396 -1.29740 -1.85733
C 1.01182 0.44609 2.21174
C -2.21831 0.24483 -0.57369
H -2.48986 2.10227 3.05786
H 5.08459 -5.77439 -0.70909
H -2.37419 2.68917 -1.81624
H -6.32858 2.50275 1.85045
H -2.18514 2.04768 -3.40734
H -4.90890 4.16724 1.04960
H -1.15872 4.42216 -2.23414
H -1.28086 3.70624 1.70584
H 4.01332 -2.37099 -0.39500
H -4.15574 3.88597 -0.53571
H -3.95699 -0.19261 0.71782
H -2.38377 0.14041 2.05042
H 1.81631 -2.37213 -0.30844
H 0.87017 0.94131 3.16206
H -1.05277 1.47863 3.79305
H 3.54099 -0.95042 3.59433
H -2.83050 0.25400 -2.50401
H 1.50076 0.21342 -0.18614
H -5.50218 0.98973 2.13304
H 4.06842 -5.16778 0.59102
H 0.28066 3.01094 2.12894
H -2.34636 2.14768 0.44148
H 2.70578 -1.41714 -2.93032
H 0.25299 -0.02982 -1.39408
H -5.92173 3.75158 -0.32790
H 1.64895 3.82710 -1.19792
H 0.26783 4.37008 -3.24075
H -0.68391 3.78520 3.35961
H -3.03595 -2.14677 1.62580
H 0.21933 4.07732 -0.20597
H 0.29482 1.95302 -1.70931
H 3.13279 -0.27095 -1.62280
H 0.91552 -2.23235 -1.84841
H -4.14159 -0.66855 -1.00528
H 0.89119 5.43041 -1.12585
H 0.09117 -1.94066 0.66245
H -3.60306 -2.64256 -0.45271
H -0.74780 -3.92949 0.16607
H -0.70584 1.67856 0.05743
H -6.63890 1.16740 0.75473
H 1.21873 1.22433 1.47634
H 0.66267 -1.18485 4.72549
H 4.96523 -1.80643 -1.75351
H 5.24365 -4.09347 -0.17997
H 0.05443 2.14798 -3.45246
H -1.22752 -1.54079 -1.24498

***

5.
87
Properties=species:S:1:pos:R:3 method="wB97M-V/def2-TZVPD" fmax_ev_per_a=0.9 smiles="[H]/N=C(/C)C[C@@]1(B(N)O)[C@@H](P(C)O)C(=O)O[C@@]1(CC(=O)OC(C)=O)NCC.CN(C)C=O.CN(C)C=O.CN(C)C=O" gap_ha=0.31855 charge=0 homo_energy_ev=-8.380
P 2.32008 1.55334 1.03015
O 1.51314 -1.84608 -1.13274
O -0.30330 -1.93773 -3.70046
O -3.00055 3.25777 2.53586
O -0.89983 1.33336 0.78627
O 0.34177 0.20959 -3.33897
O 3.87858 1.58246 0.47959
O 2.28065 -0.73588 -4.03427
O -3.29513 -3.02802 2.85362
O 4.17930 3.76864 -4.84798
O 3.56078 -1.00380 -0.83703
N -1.68515 -0.43381 2.24144
N -0.26390 -3.03175 -0.37617
N -4.98777 -3.92725 4.05847
N 1.47890 -0.43444 3.85521
N 6.33259 3.05241 -4.77517
N -4.36523 3.74041 0.79177
C -4.11705 3.39710 2.06771
C 1.13637 -1.71315 1.78858
C 1.59404 2.98685 0.10271
C 0.19199 -1.67931 -0.54591
C -0.74049 -0.95204 -1.54303
C 1.98166 -1.06288 2.87615
C 3.47799 -1.19925 2.78911
C -3.22625 3.96549 -0.08238
C 7.71751 3.27633 -5.13152
C -1.46298 -3.25214 0.42234
C -3.99707 -3.04465 3.85246
C 5.98034 1.86446 -4.01467
C -5.24292 -4.92953 3.03683
C 1.54663 0.15101 0.03729
C -2.19199 -4.51541 -0.03040
C -5.79837 -3.91105 5.25840
C 2.26216 1.60586 -3.55381
C 0.50727 -0.78184 0.72521
C 2.38870 -0.90132 -0.65698
C -0.22203 -1.02135 -2.96038
C 1.68311 0.23175 -3.69664
C 5.35648 3.91068 -5.12654
C -5.70806 3.89497 0.27640
B -0.74206 0.04515 1.28665
H -0.87201 0.09293 -1.26925
H 1.49614 2.37806 -3.54228
H 1.73614 -2.47821 1.28776
H -5.70449 -4.85227 5.80285
H -2.13105 -2.39830 0.30530
H -6.42512 3.69046 1.06963
H -6.85039 -3.75355 5.01392
H -5.49517 -4.45593 2.08776
H 8.09704 2.46010 -5.74915
H 2.40997 3.60753 -0.27840
H 1.01264 3.59086 0.80020
H -6.06987 -5.55778 3.35875
H -1.71457 -1.44072 -1.55804
H 0.33986 -2.24740 2.31179
H 1.05140 0.62948 -0.81503
H 3.88848 -1.37570 3.78268
H 0.46003 -0.40013 3.79507
H -5.89203 3.20071 -0.54587
H -2.80435 -4.92245 0.77435
H -1.46386 -5.27338 -0.32963
H -1.24212 -3.34171 1.48993
H 5.72635 4.77447 -5.70349
H -1.20005 1.91497 1.50262
H -4.35958 -5.54857 2.87814
H 3.90287 -0.26306 2.41380
H -2.81331 -4.31683 -0.90551
H 2.96000 1.78327 -4.36575
H -3.58012 4.23866 -1.07359
H 8.34105 3.35519 -4.23886
H 7.80022 4.20411 -5.69483
H 2.80407 1.65013 -2.60598
H 3.96067 1.88764 -0.43015
H -2.60113 4.76686 0.31254
H 3.78700 -1.98985 2.10589
H -3.86891 -2.32482 4.67653
H 0.50521 -3.62184 -0.08713
H -1.64350 -1.41588 2.48634
H -5.87183 4.91189 -0.08530
H -5.03117 3.25530 2.66818
H 0.95814 2.69598 -0.73228
H 5.51469 2.14068 -3.06781
H -2.62036 3.06153 -0.14938
H 6.88234 1.29195 -3.81405
H 5.27748 1.24003 -4.56624
H -2.64889 -0.22773 2.01027
H -5.46783 -3.10161 5.90656

***

- Look up the charge of the third one.
  0